Computed, not measured: C23H28N7OSTeTi as an isolated structure, with ωB97M-V/def2-TZVPD.

The geometry in XYZ format:
```
62
C23H28N7OSTeTi | OMol25 | ωB97M-V/def2-TZVPD
Ti -1.7100 -0.2967 -0.7171
N -5.5624 0.7960 -1.2061
C -4.5510 -0.1129 -1.1562
S -3.5485 -0.2844 -2.5714
N -4.4151 -0.7682 -0.0299
N -3.2798 -1.5546 -0.0609
C -3.3108 -2.7158 0.4478
C -2.1570 -3.5955 0.4092
C -2.2538 -4.8519 1.0137
C -1.2339 -5.7795 0.9470
C -0.0810 -5.4428 0.2333
C 0.0358 -4.2130 -0.3760
C -0.9841 -3.2400 -0.3003
O -0.7980 -2.0858 -0.8821
H -5.8249 1.1644 -2.0992
H -6.2234 0.7997 -0.4490
H -4.2409 -3.0805 0.8831
H -3.1696 -5.0916 1.5453
H -1.3292 -6.7441 1.4281
H 0.7345 -6.1534 0.1570
H 0.9295 -3.9426 -0.9258
C 3.6612 1.1735 0.8449
C 2.4178 0.7502 1.6039
N 1.3794 0.3193 0.6876
C 1.4727 0.2801 -0.6671
N 0.3924 0.2242 -1.3762
C 0.4792 0.0641 -2.8213
C 1.8048 0.5202 -3.4010
C 2.9230 -0.0926 -2.5842
N 2.7448 0.2800 -1.1973
C 3.8849 0.2169 -0.3101
H 4.5235 1.1936 1.5131
H 3.5154 2.1804 0.4385
H 2.0451 1.5840 2.2033
H 2.6606 -0.0733 2.2838
H 0.4193 0.3734 1.0141
H -0.3364 0.6488 -3.2524
H 0.3039 -0.9894 -3.0723
H 1.8774 1.6107 -3.3538
H 1.8861 0.2215 -4.4481
H 3.9061 0.2599 -2.9041
H 2.9098 -1.1866 -2.7013
H 4.7683 0.4978 -0.8861
H 4.0468 -0.8065 0.0623
C -1.2146 0.3574 3.6718
C -1.8264 0.6560 2.3274
N -1.5340 0.2914 1.2169
H -0.4908 1.1446 3.9013
H -0.6973 -0.6096 3.6563
H -1.9631 0.3602 4.4613
Te -1.9950 2.6047 -1.3886
C -0.4189 3.3667 -0.1861
C -0.5842 3.5859 1.1856
C 0.4629 4.0516 1.9733
C 1.7048 4.3216 1.4103
C 1.8856 4.1129 0.0484
C 0.8401 3.6353 -0.7348
H -1.5456 3.3755 1.6354
H 0.3031 4.2116 3.0348
H 2.5172 4.6961 2.0229
H 2.8482 4.3189 -0.4081
H 0.9961 3.4622 -1.7946
```

Summary:
LUMO energy (alpha / beta) in eV: 2.7 / 2.6
Total charge: -1
Energy relative to the best compared isomer or geometry (same formula, charge and spin) in kcal per mole: 26.2
2S+1: 3
Highest occupied orbital energy (alpha / beta) in Ha: -0.099 / -0.131

Results of the Mulliken charge analysis, in e, for atoms 1 through 6: atom 1 (Ti): -0.131, atom 2 (N): -0.396, atom 3 (C): 0.581, atom 4 (S): -0.484, atom 5 (N): -1.306, atom 6 (N): 0.948